1.
# C35H83O17P

9 unconnected molecules or ions with the total composition C35H83O17P in a non-equilibrium geometry (wB97M-V/def2-TZVPD, OMol25).

Values from the calculation:
LUMO energy: 0.4 eV
ΔE to the lowest compared entry with this formula, charge and spin: 328.7 kJ/mol
SMILES: COP(=O)(OC)OC.C1CCOC1.C1CCOC1.C1CCOC1.COCCOC.COCCOC.COCCOC.COCCOC.COCCOC
HOMO-LUMO gap: 0.357 Eh

```
! RIJCOSX wB97M-V def2-TZVPD def2/J DEFGRID3
* xyz 0 1
C 10.606 -29.818 -1.816
O 10.765 -28.400 -1.627
P 9.465 -27.422 -1.365
O 9.899 -26.012 -1.184
O 8.428 -27.737 -2.608
C 7.317 -26.878 -2.849
O 8.687 -28.125 -0.045
C 7.698 -27.412 0.594
H 9.592 -30.114 -1.544
H 11.212 -30.335 -1.073
H 10.892 -30.258 -2.771
H 6.458 -27.239 -2.283
H 7.127 -26.950 -3.920
H 7.342 -25.866 -2.446
H 6.763 -27.972 0.590
H 7.501 -26.389 0.275
H 7.903 -27.404 1.665
C 22.907 -23.035 -5.873
C 23.813 -23.213 -7.033
C 25.012 -22.348 -6.633
O 24.392 -21.333 -5.872
C 23.041 -21.574 -5.551
H 23.161 -23.662 -5.018
H 21.880 -23.312 -6.110
H 23.335 -22.672 -7.850
H 24.014 -24.267 -7.220
H 25.462 -22.029 -7.573
H 25.697 -22.849 -5.949
H 22.415 -20.918 -6.156
H 22.882 -21.336 -4.500
C 19.746 -16.038 -5.119
C 20.517 -15.790 -3.857
C 19.911 -14.542 -3.192
O 18.700 -14.312 -3.964
C 18.376 -15.475 -4.738
H 19.740 -17.047 -5.533
H 20.140 -15.389 -5.901
H 21.537 -15.519 -4.131
H 20.519 -16.659 -3.199
H 20.628 -13.727 -3.293
H 19.722 -14.751 -2.139
H 17.829 -15.253 -5.654
H 17.760 -16.170 -4.167
C 11.889 -23.237 -6.257
C 10.483 -22.790 -5.811
C 10.444 -21.401 -6.538
O 11.775 -20.937 -6.372
C 12.701 -21.991 -6.052
H 11.796 -23.439 -7.325
H 12.196 -24.143 -5.736
H 10.404 -22.671 -4.731
H 9.732 -23.529 -6.091
H 9.658 -20.797 -6.084
H 10.306 -21.399 -7.619
H 13.014 -21.913 -5.011
H 13.535 -22.056 -6.751
C 15.876 -25.144 8.359
O 15.514 -24.103 7.436
C 14.485 -24.495 6.535
C 14.521 -23.336 5.480
O 13.965 -22.228 6.075
C 14.341 -21.010 5.409
H 15.954 -26.105 7.849
H 15.135 -25.358 9.128
H 16.804 -24.843 8.845
H 13.546 -24.628 7.071
H 14.695 -25.449 6.050
H 14.011 -23.601 4.554
H 15.559 -23.153 5.202
H 15.406 -20.964 5.182
H 14.068 -20.124 5.982
H 13.699 -21.017 4.529
C 16.780 -32.917 0.443
O 17.283 -32.151 1.582
C 17.524 -32.989 2.677
C 18.311 -32.321 3.810
O 19.586 -31.902 3.369
C 20.410 -31.340 4.390
H 15.856 -33.401 0.761
H 17.509 -33.591 -0.007
H 16.497 -32.242 -0.365
H 18.121 -33.873 2.457
H 16.670 -33.529 3.087
H 18.434 -32.990 4.662
H 17.805 -31.467 4.260
H 21.432 -31.067 4.130
H 20.616 -32.062 5.179
H 19.946 -30.434 4.782
C 17.367 -21.347 -2.160
O 16.148 -21.512 -1.567
C 16.186 -22.315 -0.385
C 16.074 -23.824 -0.606
O 16.348 -24.532 0.618
C 16.352 -25.955 0.443
H 17.163 -20.843 -3.105
H 18.006 -22.202 -2.384
H 17.947 -20.635 -1.574
H 15.300 -22.040 0.188
H 16.950 -21.958 0.305
H 16.769 -24.133 -1.387
H 15.099 -24.032 -1.047
H 15.399 -26.236 -0.005
H 16.567 -26.434 1.398
H 17.181 -26.274 -0.189
C 21.861 -21.715 0.384
O 21.571 -23.029 -0.088
C 21.397 -24.005 0.897
C 21.220 -25.474 0.328
O 22.430 -25.921 -0.272
C 22.173 -27.109 -0.992
H 22.013 -21.004 -0.429
H 22.798 -21.676 0.941
H 21.159 -21.250 1.076
H 20.595 -23.729 1.582
H 22.253 -24.106 1.564
H 20.427 -25.346 -0.409
H 20.876 -26.146 1.114
H 22.009 -27.968 -0.341
H 22.967 -27.398 -1.680
H 21.287 -27.112 -1.627
C 15.287 -11.070 3.840
O 15.376 -12.172 2.915
C 14.086 -12.723 2.634
C 14.384 -13.900 1.736
O 15.001 -15.010 2.412
C 15.755 -15.833 1.498
H 14.631 -10.277 3.481
H 16.277 -10.615 3.861
H 15.145 -11.399 4.870
H 13.465 -12.013 2.087
H 13.561 -12.964 3.558
H 14.971 -13.577 0.877
H 13.427 -14.115 1.261
H 16.158 -16.740 1.947
H 16.599 -15.311 1.048
H 15.192 -16.194 0.637
*
```

=====

2.
# C35H87BrN7O4

7 unconnected molecules or ions with the total composition C35H87BrN7O4 in a non-equilibrium geometry (wB97M-V/def2-TZVPD, OMol25).

Values from the calculation:
LUMO energy: -10.8 eV
ΔE to the lowest compared entry with this formula, charge and spin: 816.9 kJ/mol
HOMO-LUMO gap: 0.229 Eh

```
! RIJCOSX wB97M-V def2-TZVPD def2/J DEFGRID3
* xyz 5 1
C -16.685 -7.918 -4.662
C -15.370 -7.932 -5.386
N -14.458 -7.003 -4.711
C -13.451 -7.190 -3.758
C -12.906 -6.041 -3.407
N -13.474 -5.049 -4.163
C -14.486 -5.631 -4.957
C -13.083 -3.691 -4.109
H -17.254 -8.702 -5.161
H -17.268 -7.008 -4.801
H -16.593 -8.230 -3.622
H -15.586 -7.559 -6.387
H -14.788 -8.837 -5.559
H -13.472 -8.235 -3.486
H -12.041 -5.782 -2.814
H -15.238 -5.175 -5.584
H -13.581 -3.313 -5.002
H -12.012 -3.505 -4.195
H -13.502 -3.305 -3.179
C -20.734 2.399 -12.936
C -20.331 2.352 -11.451
C -21.511 2.092 -10.467
C -21.912 0.609 -10.246
N -23.033 0.324 -9.188
C -22.718 0.836 -7.737
C -23.210 -0.163 -6.774
C -23.507 -1.429 -7.540
C -23.021 -1.196 -8.997
C -24.513 0.798 -9.469
H -21.490 1.633 -13.108
H -19.876 2.224 -13.585
H -21.166 3.316 -13.338
H -19.947 3.363 -11.313
H -19.566 1.576 -11.411
H -22.446 2.577 -10.748
H -21.275 2.571 -9.517
H -21.057 -0.013 -9.981
H -22.341 0.103 -11.111
H -23.206 1.802 -7.611
H -21.646 1.030 -7.781
H -24.163 0.085 -6.306
H -22.519 -0.305 -5.943
H -24.570 -1.633 -7.417
H -23.003 -2.352 -7.250
H -23.654 -1.593 -9.791
H -22.000 -1.577 -9.010
H -24.688 0.780 -10.544
H -24.522 1.851 -9.187
H -25.282 0.239 -8.935
C -18.986 -4.979 -11.297
N -18.198 -3.625 -11.145
C -19.208 -2.446 -11.333
C -17.714 -3.545 -9.690
C -16.934 -3.544 -12.032
C -17.147 -3.546 -13.625
O -17.066 -4.903 -14.049
H -19.236 -5.155 -12.343
H -19.863 -5.015 -10.650
H -18.276 -5.681 -10.859
H -19.656 -2.751 -12.279
H -18.656 -1.531 -11.547
H -19.895 -2.503 -10.488
H -16.882 -4.248 -9.644
H -18.547 -3.865 -9.065
H -17.308 -2.559 -9.466
H -16.268 -4.361 -11.755
H -16.517 -2.548 -11.882
H -16.304 -3.045 -14.100
H -18.083 -3.170 -14.038
H -17.564 -4.969 -14.867
C -23.276 -5.122 0.280
N -24.321 -5.735 -0.765
C -24.107 -7.228 -0.819
C -25.765 -5.484 -0.180
C -24.199 -5.093 -2.168
C -22.802 -5.274 -2.891
O -21.928 -4.452 -2.244
H -23.321 -4.053 0.076
H -22.282 -5.428 -0.046
H -23.562 -5.462 1.276
H -24.670 -7.707 -1.619
H -24.304 -7.698 0.145
H -23.094 -7.375 -1.195
H -25.946 -4.409 -0.165
H -25.738 -5.828 0.854
H -26.297 -6.123 -0.886
H -24.445 -4.056 -1.940
H -25.040 -5.495 -2.734
H -22.923 -5.003 -3.940
H -22.502 -6.320 -2.961
H -22.137 -3.546 -2.480
C -20.521 -3.115 -5.245
N -19.746 -4.224 -5.982
C -19.791 -5.501 -5.052
C -20.636 -4.640 -7.155
C -18.282 -3.822 -6.404
C -17.483 -3.097 -5.352
O -17.232 -3.796 -4.187
H -21.544 -3.421 -5.027
H -20.478 -2.231 -5.882
H -19.983 -2.896 -4.323
H -20.811 -5.717 -4.736
H -19.081 -5.412 -4.229
H -19.530 -6.354 -5.678
H -20.719 -3.773 -7.811
H -21.591 -5.011 -6.783
H -20.157 -5.460 -7.689
H -18.445 -3.079 -7.184
H -17.676 -4.631 -6.812
H -18.007 -2.181 -5.079
H -16.519 -2.760 -5.733
H -16.953 -3.093 -3.596
C -19.889 -3.493 0.626
N -18.468 -3.827 0.151
C -17.909 -5.175 0.606
C -18.574 -3.765 -1.400
C -17.474 -2.731 0.666
C -17.693 -2.191 2.087
O -17.760 -3.177 3.167
H -20.434 -4.291 0.121
H -20.169 -2.462 0.408
H -19.983 -3.698 1.692
H -18.488 -6.002 0.196
H -18.030 -5.173 1.690
H -16.870 -5.176 0.277
H -19.029 -4.699 -1.729
H -17.542 -3.631 -1.725
H -19.203 -2.946 -1.749
H -17.632 -1.954 -0.082
H -16.461 -3.005 0.371
H -18.447 -1.408 2.161
H -16.751 -1.689 2.309
H -16.913 -3.628 3.208
Br -15.837 -1.360 -2.488
*
```